(1)
This record from the Open Molecules 2025 dataset describes a cluster of 7 separate species, C23H62N2O13 in total. The level of theory is the ωB97M-V functional and the def2-TZVPD basis.

Values from the calculation:
SMILES: COCCNCCOC.COCCNCCOC.CC(C)O.OCCO.OCCO.OCCO.OCCO
Lowest unoccupied orbital energy, eV: -0.02
Energy relative to the best compared isomer or geometry (same formula, charge and spin), kJ/mol: 470.5
E_HOMO, eV: -8.77
Kohn-Sham gap, eV: 8.75

Geometry (Å):
C1 15.04737 -17.82104 -7.75322
O1 14.52187 -18.11868 -6.46216
C2 13.53958 -17.11658 -6.06328
C3 13.32416 -17.07313 -4.59113
N1 12.13747 -17.84856 -4.22713
C4 11.64407 -17.60546 -2.88064
C5 12.64535 -18.14216 -1.80756
O2 12.34444 -19.46280 -1.64748
C6 12.97945 -19.94322 -0.43564
H1 14.44700 -17.35800 -8.53633
H2 15.57110 -18.64857 -8.23177
H3 15.79140 -17.03265 -7.63939
H4 12.64528 -17.30942 -6.65584
H5 13.92276 -16.15712 -6.41071
H6 13.08487 -16.07459 -4.22541
H7 14.24491 -17.35515 -4.08045
H8 12.38029 -18.82655 -4.15870
H9 10.69311 -18.13754 -2.90654
H10 11.54891 -16.56392 -2.57366
H11 12.28007 -17.69596 -0.88259
H12 13.68468 -17.84350 -1.94435
H13 13.91044 -19.38473 -0.33841
H14 13.16901 -21.01361 -0.51581
H15 12.36069 -19.75016 0.44069
C7 15.94820 -8.74979 1.06840
O3 14.77354 -7.77735 1.25182
C8 13.56677 -8.37340 0.92391
C9 13.00202 -9.39021 1.92822
N2 13.09777 -8.99093 3.31811
C10 12.72846 -10.08835 4.24253
C11 13.01100 -9.62018 5.59150
O4 14.46243 -9.62625 5.70211
C12 14.86237 -9.20254 6.95721
H16 16.19811 -8.85992 0.01317
H17 15.64667 -9.74356 1.39944
H18 16.76024 -8.37557 1.69182
H19 13.80020 -8.74047 -0.07552
H20 12.85696 -7.54804 0.86858
H21 13.51221 -10.33406 1.73598
H22 11.96861 -9.45757 1.58817
H23 14.08330 -8.81399 3.45048
H24 13.31418 -10.96912 3.97935
H25 11.64877 -10.22438 4.18035
H26 12.63424 -10.37047 6.28663
H27 12.62543 -8.62981 5.83354
H28 14.41805 -9.92830 7.63836
H29 14.54715 -8.16182 7.03232
H30 15.93873 -9.12299 7.10957
C13 26.62078 -19.08959 -8.27058
C14 25.26224 -18.92226 -7.39660
C15 24.01760 -19.19173 -8.16388
O5 25.11366 -19.92214 -6.42498
H31 26.23773 -19.12120 -9.29056
H32 27.05614 -20.03939 -7.96003
H33 27.47961 -18.43886 -8.10605
H34 25.20378 -18.00113 -6.81678
H35 23.84438 -18.47957 -8.97068
H36 23.15978 -19.03781 -7.50924
H37 24.03544 -20.21982 -8.52558
H38 24.28511 -19.73868 -5.97616
O6 23.91998 -20.81406 -0.04782
C16 22.57018 -20.49292 0.32167
C17 21.97022 -19.09235 -0.30551
O7 22.87118 -18.84197 -1.40606
H39 24.12112 -21.75232 -0.01921
H40 21.97811 -21.28235 -0.14131
H41 22.32881 -20.56836 1.38192
H42 22.07548 -18.24304 0.36954
H43 20.89533 -19.10628 -0.48584
H44 23.56431 -19.43313 -1.10321
O8 27.11325 -12.24771 0.01863
C18 25.93267 -12.89954 0.26169
C19 24.82500 -11.80148 0.63207
O9 23.58527 -12.36965 1.13843
H45 27.17850 -12.25791 -0.93910
H46 25.76671 -13.55988 -0.58949
H47 26.12243 -13.53346 1.12785
H48 24.45337 -11.24382 -0.22758
H49 25.02009 -10.96749 1.30624
H50 23.67104 -12.70335 2.03447
O10 16.43493 -14.80155 6.13191
C20 17.51942 -15.30998 5.38846
C21 17.12955 -15.74211 3.95043
O11 17.04900 -14.72465 3.02239
H51 16.29886 -13.87855 5.90570
H52 18.26942 -14.51903 5.39169
H53 17.65373 -16.27509 5.87695
H54 16.20355 -16.30882 3.85318
H55 18.01389 -16.29513 3.63388
H56 17.82691 -14.25354 3.32982
O12 18.31850 -13.45805 -2.92099
C22 19.71421 -13.63182 -3.31639
C23 19.72528 -14.26182 -4.75157
O13 19.12822 -13.31695 -5.56493
H57 18.31094 -13.85335 -2.04619
H58 20.37808 -12.76749 -3.29901
H59 20.12327 -14.45407 -2.72930
H60 19.32706 -15.27644 -4.74315
H61 20.78786 -14.23977 -4.99357
H62 18.19469 -13.30635 -5.34124

---

(2)
This record from the Open Molecules 2025 dataset describes a cluster of 9 separate species, C23H62N4O12PS8 in total. The level of theory is the ωB97M-V functional and the def2-TZVPD basis.

Values from the calculation:
Lowest unoccupied orbital energy, eV: -3.08
Net charge: +1
E_HOMO, eV: -9.50
Kohn-Sham gap, eV: 6.42

Geometry (Å):
C1 2.88557 -0.31605 -1.83565
C2 3.75761 0.05145 -3.21181
C3 3.34367 1.51615 -3.82761
O1 4.37579 2.29661 -4.25116
O2 1.98710 2.07798 -3.91807
C4 1.00554 1.10041 -4.41301
C5 -0.49157 1.72579 -4.04889
N1 -0.79691 1.75170 -2.56706
C6 -1.57904 0.76109 -1.99452
N2 -1.97643 0.73039 -0.51211
C7 -2.83846 -0.51494 -0.51062
N3 -2.92084 -1.16851 -1.89102
N4 -2.15889 -0.40465 -2.77568
P1 -0.23486 3.05529 -1.47989
O3 0.91733 2.49625 -0.29931
O4 0.33804 4.44119 -2.37275
H1 2.02169 -1.04969 -2.18446
H2 3.55155 -0.74571 -0.97336
H3 2.36817 0.68853 -1.52067
H4 3.59674 -0.77501 -4.03176
H5 4.89061 0.06785 -2.89031
H6 1.05659 0.04452 -3.91126
H7 1.02744 0.92813 -5.57845
H8 -0.44194 2.86717 -4.39474
H9 -1.34215 1.23271 -4.68580
H10 -3.41849 -0.96151 0.40475
H11 -3.44905 -2.02385 -2.18955
H12 -2.06080 -0.65515 -3.79623
H13 0.75755 3.06082 0.53422
H14 1.27835 4.27423 -2.67787
C8 4.19363 3.27561 0.03084
S1 5.38873 2.57352 1.19084
O5 5.23051 1.08250 1.15441
C9 4.57262 3.17097 2.68985
H15 4.48657 2.99341 -0.98356
H16 3.19446 2.88561 0.23977
H17 4.19598 4.36477 0.11627
H18 3.55044 2.78655 2.73769
H19 4.56328 4.26336 2.69127
H20 5.13332 2.81433 3.55731
C10 6.85926 -1.63082 1.72210
S2 6.92438 -1.89637 -0.06453
O6 5.52484 -2.16502 -0.53206
C11 7.78735 -3.48374 0.01029
H21 6.32177 -0.69912 1.91580
H22 6.33360 -2.45803 2.20534
H23 7.87427 -1.54976 2.11803
H24 7.20477 -4.19881 0.59697
H25 8.77303 -3.34397 0.46006
H26 7.90625 -3.86373 -1.00730
C12 10.37363 -2.54238 5.35444
S3 10.45087 -1.19752 4.14938
O7 9.41779 -1.47404 3.09783
C13 12.06133 -1.64976 3.46240
H27 9.41966 -2.48029 5.88412
H28 10.44167 -3.50677 4.84510
H29 11.19104 -2.43927 6.07192
H30 12.02660 -2.66834 3.06715
H31 12.82531 -1.57458 4.23963
H32 12.30163 -0.95642 2.65272
C14 -4.29211 2.52148 2.46977
S4 -3.87002 3.35223 0.92108
O8 -2.58185 4.08843 1.14050
C15 -5.20856 4.56640 0.98541
H33 -3.55528 1.73581 2.65495
H34 -4.27313 3.23625 3.29612
H35 -5.28431 2.07190 2.38616
H36 -5.13341 5.15766 1.90176
H37 -6.17167 4.05215 0.94845
H38 -5.12013 5.22832 0.12050
C16 -4.34983 -2.33562 -7.32435
S5 -3.24642 -0.99845 -6.81322
O9 -3.06253 -1.10776 -5.32872
C17 -4.41927 0.34354 -7.11900
H39 -3.83211 -3.28747 -7.18145
H40 -5.25876 -2.32442 -6.71785
H41 -4.60296 -2.21864 -8.38067
H42 -5.32386 0.19240 -6.52420
H43 -4.66992 0.37593 -8.18179
H44 -3.95105 1.28772 -6.83031
C18 -9.18579 1.07227 -0.75273
S6 -7.61462 0.45007 -0.11161
O10 -7.03432 1.51456 0.77135
C19 -6.72965 0.50798 -1.68752
H45 -9.89180 1.15500 0.07744
H46 -9.04295 2.05689 -1.20466
H47 -9.58181 0.37395 -1.49374
H48 -6.73530 1.52729 -2.08235
H49 -7.20318 -0.17268 -2.39877
H50 -5.69730 0.19191 -1.51897
C20 -12.00439 -1.44340 3.28713
S7 -12.03238 -1.17290 1.50028
O11 -10.60983 -1.05923 1.03882
C21 -12.71668 0.49942 1.57162
H51 -11.57297 -2.42828 3.48300
H52 -11.39342 -0.67856 3.77275
H53 -13.02387 -1.41273 3.67867
H54 -12.06185 1.14661 2.16090
H55 -13.71367 0.46855 2.01712
H56 -12.78890 0.88982 0.55357
C22 4.04867 -5.10066 6.07176
S8 5.48035 -4.59140 5.09313
O12 6.66043 -4.53233 6.01694
C23 4.92425 -2.89393 4.81134
H57 4.19728 -6.13457 6.39334
H58 3.94839 -4.45989 6.95123
H59 3.14581 -5.04040 5.45956
H60 4.77154 -2.38684 5.76761
H61 3.99393 -2.90353 4.23879
H62 5.69262 -2.36587 4.24143

---

(3)
This record from the Open Molecules 2025 dataset describes a cluster of 9 separate species, C23H63ClIN3O9P in total. The level of theory is the ωB97M-V functional and the def2-TZVPD basis.

Values from the calculation:
Lowest unoccupied orbital energy, eV: -4.51
Net charge: +1
Energy relative to the best compared isomer or geometry (same formula, charge and spin), kJ/mol: 0.0
E_HOMO, eV: -11.07
Kohn-Sham gap, eV: 6.56

Geometry (Å):
C1 5.70178 3.84428 -3.59217
C2 7.12500 3.44912 -3.21487
C3 7.27918 2.52435 -1.99693
Cl1 5.87610 2.62914 -0.88181
C4 7.43639 1.03647 -2.33006
C5 7.87764 0.22418 -1.11958
N1 7.59670 -1.19509 -1.44855
C6 7.96838 -1.55201 -2.68033
N2 7.53843 -2.77260 -3.15542
P1 6.29636 -2.93572 -4.36255
O1 6.87568 -2.00479 -5.55455
I1 4.48423 -1.53283 -3.46951
N3 8.72296 -0.74686 -3.49714
C7 8.50628 0.73384 -3.37374
H1 5.69814 4.38193 -4.53490
H2 5.07143 2.96598 -3.71491
H3 5.25995 4.50192 -2.85474
H4 7.62537 3.04573 -4.08838
H5 7.65014 4.36935 -2.96853
H6 8.14361 2.83684 -1.41766
H7 6.46264 0.67863 -2.66615
H8 7.43218 0.52964 -0.18384
H9 8.95848 0.31245 -1.03610
H10 6.59924 -1.41294 -1.34526
H11 7.92955 -3.63044 -2.80143
H12 6.25790 -1.29816 -5.77151
H13 9.70090 -0.98943 -3.35194
H14 9.43931 1.17510 -3.02687
H15 8.27797 1.13680 -4.35049
C8 1.44669 -4.49486 -3.71671
C9 0.31036 -3.93470 -4.55224
O2 -0.30764 -2.81272 -3.92343
H16 1.08703 -4.79064 -2.73071
H17 1.89839 -5.36382 -4.20038
H18 2.22513 -3.73913 -3.56577
H19 -0.46968 -4.68196 -4.68105
H20 0.66618 -3.64058 -5.54678
H21 0.36068 -2.13270 -3.81262
C10 0.96829 -6.23184 1.34282
C11 -0.06638 -6.19924 0.23652
O3 0.56558 -6.12696 -1.04495
H22 1.60202 -5.34502 1.28949
H23 0.49867 -6.26780 2.32644
H24 1.61716 -7.10373 1.23180
H25 -0.70153 -5.31975 0.32600
H26 -0.70451 -7.08714 0.27871
H27 1.12300 -6.90469 -1.13900
C12 -3.84986 -2.99695 0.19143
C13 -3.03698 -2.36879 1.30475
O4 -1.69665 -2.87065 1.33775
H28 -3.87769 -4.08183 0.30607
H29 -4.86925 -2.61497 0.19646
H30 -3.40073 -2.78419 -0.78295
H31 -3.47411 -2.59656 2.27475
H32 -3.01172 -1.28038 1.18936
H33 -1.29227 -2.66613 0.49037
C14 3.64631 5.54276 2.13394
C15 2.65220 5.60394 0.98940
O5 3.30054 5.80191 -0.26629
H34 4.23493 6.45923 2.17393
H35 3.13780 5.41094 3.08955
H36 4.34237 4.71058 1.99675
H37 1.97127 6.44270 1.11753
H38 2.05600 4.68600 0.95028
H39 3.89906 5.06503 -0.40706
C16 5.13667 -4.86693 0.89556
C17 4.94113 -6.23807 1.52065
O6 4.35058 -7.15651 0.60803
H40 4.18186 -4.46727 0.55136
H41 5.57279 -4.16938 1.61300
H42 5.79893 -4.93177 0.02589
H43 4.26736 -6.17211 2.37252
H44 5.89759 -6.63951 1.87118
H45 4.93618 -7.24508 -0.14809
C18 -7.21668 0.89863 1.95586
C19 -7.08869 -0.03010 0.76381
O7 -6.59383 -1.31485 1.14531
H46 -6.24906 1.02035 2.44586
H47 -7.58103 1.87981 1.64951
H48 -7.90920 0.49480 2.69120
H49 -6.38280 0.36651 0.03498
H50 -8.05837 -0.14979 0.26957
H51 -7.21268 -1.68741 1.77921
C20 -10.43297 3.82394 4.41929
C21 -10.28963 2.85267 3.26426
O8 -9.81050 1.57585 3.69225
H52 -9.47512 3.95205 4.92634
H53 -10.78617 4.79390 4.07597
H54 -11.14513 3.44515 5.15586
H55 -9.56691 3.22369 2.53887
H56 -11.25013 2.72436 2.75496
H57 -10.44431 1.22638 4.32439
C22 -11.72382 8.35171 5.04368
C23 -12.38924 7.57455 3.92293
O9 -12.73846 6.25212 4.32889
H58 -10.82807 7.83245 5.38561
H59 -11.44451 9.35343 4.71487
H60 -12.39569 8.44576 5.89979
H61 -11.71162 7.46694 3.07724
H62 -13.28617 8.09756 3.57592
H63 -13.34854 6.32396 5.06773

---

(4)
This record from the Open Molecules 2025 dataset describes a cluster of 9 separate species, C23H64O19S9 in total. The level of theory is the ωB97M-V functional and the def2-TZVPD basis.

Values from the calculation:
2S+1: 2
Lowest unoccupied orbital energy (spin up / spin down), eV: -3.17 / -7.76
Net charge: +1
Energy relative to the best compared isomer or geometry (same formula, charge and spin), kJ/mol: 66.9
E_HOMO (spin up / spin down), eV: -11.10 / -11.10
Kohn-Sham gap (spin up / spin down), eV: 7.93 / 3.34

Geometry (Å):
O1 -1.83150 -1.21102 -7.04895
S1 -0.36700 -1.05023 -7.00102
O2 0.55172 -2.13828 -7.28355
O3 0.03168 0.17111 -8.01997
C1 0.32635 -0.31885 -9.34859
C2 -0.02003 0.75739 -10.35495
C3 0.10013 -0.17767 -5.50554
H1 -0.20809 -1.23053 -9.61562
H2 1.40079 -0.48021 -9.26122
H3 -1.08892 0.95285 -10.44070
H4 0.46477 0.48867 -11.29349
H5 0.47174 1.59713 -9.86394
H6 1.15816 -0.42732 -5.42582
H7 -0.50011 -0.61272 -4.70646
H8 -0.11603 0.87707 -5.67555
O4 -3.93062 -0.48761 5.78242
S2 -3.02182 0.38206 5.03005
O5 -3.48220 1.67993 4.58589
O6 -1.62700 0.65767 5.92044
C4 -1.05890 -0.49247 6.71606
C5 -0.02999 0.21119 7.63785
C6 -2.25908 -0.60423 3.66830
H9 -0.63884 -1.30324 6.12084
H10 -1.90343 -0.84610 7.30750
H11 -0.47508 1.08160 8.11990
H12 0.81333 0.50783 7.01422
H13 0.49708 -0.37199 8.39296
H14 -2.10902 -1.64376 3.95976
H15 -1.35214 -0.13794 3.28344
H16 -2.97704 -0.61409 2.84822
O7 -3.19689 4.62998 0.45552
S3 -3.61424 3.39552 1.14235
O8 -4.10932 2.25515 0.38688
O9 -2.42907 2.96141 2.16663
C7 -1.63508 3.96823 2.76373
C8 -0.90677 3.54794 3.99318
C9 -4.81344 3.88690 2.35207
H17 -2.25414 4.85317 2.91118
H18 -0.93105 4.30271 2.00179
H19 -0.21338 2.70822 4.03995
H20 -1.60691 3.33510 4.80102
H21 -0.33469 4.42497 4.29589
H22 -5.65861 4.14192 1.71274
H23 -4.39528 4.75416 2.86304
H24 -5.00667 3.03131 2.99915
O10 3.91034 0.55249 -2.06205
S4 3.09597 1.64354 -2.56057
O11 2.04174 1.37190 -3.59579
O12 2.41348 2.47291 -1.27718
C10 1.57019 3.58285 -1.56547
C11 0.76168 3.87074 -0.24126
C12 4.15051 3.03958 -3.22025
H25 0.89348 3.39273 -2.39853
H26 2.15602 4.48210 -1.75583
H27 0.82343 4.95672 -0.17101
H28 0.98517 3.25553 0.63033
H29 -0.31240 3.75264 -0.38443
H30 3.46120 3.65306 -3.80042
H31 4.81300 2.75302 -4.03701
H32 4.60808 3.59244 -2.39983
O13 4.78672 1.18955 3.27622
S5 5.46089 -0.11140 2.91057
O14 6.91477 0.01867 2.75218
O15 5.08138 -1.25244 4.09933
C13 3.71964 -1.45091 4.53884
C14 3.21131 -2.82984 4.00768
C15 4.61486 -0.95673 1.38010
H33 3.02090 -0.66372 4.25571
H34 3.81109 -1.45565 5.62499
H35 4.00362 -3.57338 4.09423
H36 2.76642 -2.76403 3.01479
H37 2.38052 -3.14059 4.64118
H38 4.22635 -0.14140 0.76986
H39 3.74533 -1.47893 1.77925
H40 5.12100 -1.77939 0.87497
C16 -0.99967 1.18873 -1.41532
S6 -0.73541 0.50442 0.26237
O16 -1.81609 -0.54435 0.41137
C17 0.87889 -0.31122 -0.07627
H41 -0.11871 1.69722 -1.80703
H42 -1.95928 1.70078 -1.48639
H43 -0.98584 0.27228 -2.00527
H44 1.04651 -0.79774 -1.03717
H45 1.03662 -1.13104 0.62451
H46 1.67897 0.42812 -0.11298
C18 -6.60724 0.57655 -1.65988
S7 -5.69286 -1.11686 -1.50469
O17 -6.26982 -2.02254 -2.54210
C19 -3.96360 -0.66138 -1.92686
H47 -6.03446 1.29139 -2.25068
H48 -6.67192 1.12841 -0.72212
H49 -7.52286 0.56835 -2.25121
H50 -3.92363 0.07925 -2.72560
H51 -3.26693 -1.49717 -1.99159
H52 -3.69866 0.03112 -1.12790
C20 1.03316 -4.92819 2.97274
S8 -0.40685 -3.76190 3.02042
O18 0.15427 -2.34213 3.38022
C21 -0.76171 -3.71697 1.18144
H53 0.61323 -5.84603 2.56125
H54 1.47828 -5.25483 3.91257
H55 1.87658 -4.69917 2.32138
H56 -1.62459 -4.35793 1.00063
H57 0.14707 -4.03611 0.67116
H58 -1.01178 -2.71504 0.83259
C22 2.52976 -2.55269 -2.66013
S9 2.92014 -3.90338 -1.36103
O19 2.39362 -3.22334 -0.11519
C23 1.48954 -5.02915 -1.72226
H59 1.54003 -2.13202 -2.48242
H60 2.71315 -2.84690 -3.69353
H61 3.12263 -1.63944 -2.71090
H62 1.44634 -5.21005 -2.79628
H63 0.53184 -4.61542 -1.40646
H64 1.49120 -5.96864 -1.16960

---

Number 1: DFT total energy -54443.6051 eV, largest force on an atom 3.7 eV Å⁻¹. Number 2: DFT total energy -151339.4505 eV, largest force on an atom 9.1 eV Å⁻¹. Number 3: DFT total energy -77674.9478 eV, largest force on an atom 2.2 eV Å⁻¹. Number 4: DFT total energy -161290.5297 eV, largest force on an atom 4.1 eV Å⁻¹.